<1>
# C3H9NO

A 2-piece molecular cluster, C3H9NO overall (the ωB97M-V functional and the def2-TZVPD basis, OMol25).

Each line ends with the natural charge from an NBO analysis.
Element x y z (Å)
C1 -0.69211 -1.97039 1.27221  -0.42
N1 -0.02046 -0.73597 1.70122  -0.83
H1 -1.74510 -1.84167 1.00860  0.17
H2 -0.62588 -2.68892 2.08221  0.22
H3 -0.17425 -2.40071 0.41649  0.18
H4 -0.23028 0.02056 1.06412  0.31
H5 -0.36690 -0.46840 2.61340  0.37
O1 1.40173 2.23448 -0.07983  0.01
C2 1.26471 1.72189 -1.14873  0.45
C3 -0.04011 1.18897 -1.66489  -0.67
H6 2.17007 1.70474 -1.79771  0.31
H7 -0.82819 1.21447 -0.91753  0.28
H8 0.15672 0.18268 -2.03260  0.30
H9 -0.26994 1.83827 -2.51695  0.31

The multiplicity is 2. Its total charge is +1. The value obtained for the HOMO-LUMO gap (alpha / beta) is 6.25 / 2.47 eV.

***

<2>
# C3H9NO

A 2-piece molecular cluster, C3H9NO overall (the ωB97M-V functional and the def2-TZVPD basis, OMol25).

Each line ends with the natural charge from an NBO analysis.
Element x y z (Å)
C1 1.92470 -0.43402 0.00605  -0.44
N1 1.19270 0.76499 -0.53244  -0.88
H1 1.32622 -1.33335 -0.07923  0.20
H2 1.93803 -0.29762 1.09229  0.19
H3 2.94988 -0.36940 -0.32758  0.22
H4 1.63840 1.60911 -0.18280  0.38
H5 1.39586 0.80544 -1.52565  0.38
C2 -2.07565 -0.35157 -0.58713  -0.15
C3 -1.99239 -0.01771 0.76446  0.36
O1 -0.94050 -0.05175 1.48091  -0.53
H6 -2.79783 0.13777 -1.22820  0.24
H7 -1.49589 -1.15786 -1.02386  0.24
H8 -2.87839 0.42933 1.22022  0.23
H9 -0.18514 0.26663 0.92295  0.55

The multiplicity is 2. Its total charge is +1. The value obtained for the HOMO-LUMO gap (alpha / beta) is 9.54 / 6.44 eV.

***

Sorted by energy, starting with the most stable: <2>, <1>.

***

<1>
# C6H9N

One molecule with the formula C6H9N (the ωB97M-V functional and the def2-TZVPD basis, OMol25).

Each line ends with the natural charge from an NBO analysis.
Element x y z (Å)
C1 -2.01824 0.40048 0.90196  -0.63
C2 -0.70265 0.12274 0.24261  -0.01
C3 -0.37620 -1.06406 -0.26966  -0.19
C4 1.08114 -1.16905 -0.61214  -0.46
C5 1.66672 0.16734 -0.14997  -0.07
N1 1.27138 1.32243 -0.92833  -0.57
C6 0.50574 1.02226 0.28642  -0.12
H1 -1.84539 0.63076 1.96069  0.22
H2 -2.62500 -0.51032 0.86401  0.22
H3 -2.59747 1.22384 0.47163  0.22
H4 -1.07131 -1.87994 -0.44396  0.21
H5 1.16344 -1.27675 -1.70020  0.21
H6 1.55574 -2.04333 -0.15082  0.22
H7 2.66257 0.18748 0.29324  0.21
H8 0.79941 1.03640 -1.78220  0.35
H9 0.53013 1.82974 1.01671  0.21

Its total charge is 0. The value obtained for the HOMO-LUMO gap is 9.80 eV. The structure (SMILES) is CC1=CC[C@H]2N[C@@H]12.

***

<2>
# C6H9N

One molecule with the formula C6H9N (the ωB97M-V functional and the def2-TZVPD basis, OMol25).

Each line ends with the natural charge from an NBO analysis.
Element x y z (Å)
C1 3.36008 0.44414 0.13118  -0.68
C2 2.00940 -0.04630 -0.14782  0.02
C3 0.90034 -0.45825 -0.37797  -0.04
C4 -0.45072 -0.92938 -0.70640  -0.29
N1 -1.41175 -0.62452 0.34915  -0.38
C5 -2.73790 -0.25393 -0.11154  -0.26
C6 -1.81319 0.76472 0.44388  -0.26
H1 3.87386 0.72104 -0.79528  0.23
H2 3.95901 -0.32082 0.63535  0.23
H3 3.32914 1.32890 0.77519  0.24
H4 -0.74979 -0.48392 -1.67337  0.19
H5 -0.44130 -2.01678 -0.84621  0.22
H6 -3.57171 -0.63253 0.47431  0.20
H7 -2.91092 -0.22578 -1.18870  0.19
H8 -1.36856 1.47352 -0.25539  0.19
H9 -1.94915 1.14281 1.45409  0.21

Its total charge is 0. The value obtained for the HOMO-LUMO gap is 10.24 eV. The structure (SMILES) is CC#CCN1CC1.

***

Sorted by energy, starting with the most stable: <1>, <2>.

***

<1>
# C6H9N

One molecule with the formula C6H9N (the ωB97M-V functional and the def2-TZVPD basis, OMol25).

Each line ends with the natural charge from an NBO analysis.
Element x y z (Å)
C1 1.53483 1.78248 0.22402  0.01
N1 1.88295 0.58348 0.09312  -0.43
C2 0.86101 0.00545 -0.74794  -0.10
C3 0.80992 -1.39378 -0.14207  -0.39
C4 -0.34169 -0.47859 -0.01483  -0.11
C5 -1.29230 -0.02785 1.02915  -0.40
C6 -1.78759 -0.56444 -0.30187  -0.39
H1 1.51066 2.16074 1.22838  0.17
H2 1.17450 2.36381 -0.62064  0.14
H3 0.74276 0.28913 -1.80712  0.21
H4 1.42260 -1.49257 0.76558  0.24
H5 0.86936 -2.18897 -0.85774  0.21
H6 -1.43032 1.03542 1.21397  0.21
H7 -1.47642 -0.63451 1.91174  0.22
H8 -2.23543 -1.54985 -0.28864  0.21
H9 -2.26558 0.12019 -0.99534  0.21

Its total charge is 0. The value obtained for the HOMO-LUMO gap is 9.98 eV. The structure (SMILES) is C=N[C@H]1CC12CC2.

***

<2>
# C6H9N

One molecule with the formula C6H9N (the ωB97M-V functional and the def2-TZVPD basis, OMol25).

Each line ends with the natural charge from an NBO analysis.
Element x y z (Å)
C1 -1.30495 -0.42172 1.43894  -0.63
C2 -0.63606 -0.27737 0.12259  -0.09
C3 -1.14212 -0.71272 -1.13371  -0.29
C4 -0.21160 -0.39147 -2.09152  -0.09
N1 0.77613 0.23964 -1.40755  -0.49
C5 0.59922 0.29780 -0.09858  0.11
C6 1.57405 0.88474 0.84550  -0.64
H1 -2.39383 -0.40818 1.34446  0.21
H2 -1.05229 0.37614 2.14226  0.21
H3 -1.05855 -1.35621 1.95306  0.21
H4 -2.09231 -1.20012 -1.30991  0.21
H5 -0.23678 -0.48106 -3.16625  0.21
H6 1.63395 0.27721 -1.99997  0.41
H7 1.07103 1.28274 1.72976  0.23
H8 2.13831 1.71252 0.40688  0.22
H9 2.30509 0.15332 1.20713  0.22

Its total charge is 0. The value obtained for the HOMO-LUMO gap is 8.87 eV. The structure (SMILES) is Cc1cc[nH]c1C.

***

<3>
# C6H9N

One molecule with the formula C6H9N (the ωB97M-V functional and the def2-TZVPD basis, OMol25).

Each line ends with the natural charge from an NBO analysis.
Element x y z (Å)
C1 -2.63879 0.54653 -0.06775  -0.04
C2 -0.04380 -1.07294 -1.21566  -0.08
N1 -1.55354 1.06515 0.31671  -0.39
C3 -0.62294 0.13800 0.89034  -0.25
C4 0.38604 -0.20539 -0.19168  -0.23
C5 1.76091 -0.78875 0.24020  -0.33
C6 1.66601 0.59749 -0.24562  -0.40
H1 -2.95858 -0.47085 0.13598  0.15
H2 -3.32032 1.18755 -0.57837  0.17
H3 0.71081 -1.05288 -2.01748  0.10
H4 -1.09520 -0.78515 1.23404  0.19
H5 -0.13597 0.61987 1.73214  0.19
H6 2.23725 -1.52911 -0.38522  0.24
H7 1.81427 -0.99178 1.30373  0.23
H8 1.73282 1.39187 0.48367  0.23
H9 2.07476 0.83090 -1.22225  0.23

Its total charge is 0. The value obtained for the HOMO-LUMO gap is 8.68 eV.

***

Sorted by energy, starting with the most stable: <2>, <1>, <3>.